[1]
{"formula": "C31H38B3Cl65N5O11P2S", "method": "ωB97M-V with the def2-TZVPD basis set", "charge": 1, "orbital_gap_ev": 8.2, "lumo_energy_ha": -0.1039, "symbols": ["H", "Cl", "H", "H", "O", "H", "H", "H", "H", "Cl", "Cl", "Cl", "Cl", "H", "Cl", "Cl", "Cl", "H", "H", "C", "O", "H", "Cl", "Cl", "C", "H", "Cl", "H", "H", "Cl", "Cl", "O", "H", "C", "Cl", "Cl", "Cl", "Cl", "Cl", "C", "O", "Cl", "Cl", "Cl", "H", "Cl", "H", "C", "Cl", "Cl", "H", "C", "Cl", "Cl", "B", "Cl", "H", "C", "Cl", "N", "C", "H", "Cl", "H", "Cl", "Cl", "Cl", "Cl", "C", "C", "Cl", "Cl", "H", "B", "H", "C", "H", "H", "Cl", "C", "Cl", "H", "H", "C", "H", "C", "Cl", "P", "C", "Cl", "Cl", "C", "O", "H", "Cl", "H", "Cl", "N", "N", "C", "C", "C", "Cl", "N", "H", "O", "O", "C", "Cl", "Cl", "Cl", "C", "Cl", "Cl", "H", "S", "C", "C", "O", "H", "H", "C", "B", "H", "O", "O", "Cl", "H", "Cl", "C", "C", "Cl", "N", "Cl", "Cl", "Cl", "Cl", "P", "C", "Cl", "Cl", "Cl", "C", "Cl", "Cl", "Cl", "C", "Cl", "Cl", "Cl", "O", "Cl", "C", "C", "H", "H"], "coordinates": [[0.5944, -5.1526, -1.4860], [-7.7731, 9.2124, -11.7337], [-0.5381, 0.3745, -3.6398], [-4.1252, -4.1313, 0.3829], [1.3232, 1.1714, -1.1074], [1.7744, 1.6547, -0.4137], [3.5555, -0.3308, -0.1407], [0.0404, -0.1243, 2.7617], [1.3954, -2.2731, -4.7863], [2.9571, 0.5860, -8.2791], [-5.4947, 4.6499, -7.9487], [-1.6805, 1.5588, -11.4642], [-6.8171, 3.3987, -2.7167], [-3.0237, -1.3586, -3.6665], [-7.4203, -0.1578, 0.2086], [4.3521, -1.1830, 5.5960], [-8.3137, 4.2056, -0.3805], [-3.8414, -3.1474, -2.0791], [3.6552, 0.2049, -1.6701], [-5.9727, 6.3564, -7.9371], [-0.4357, -6.2758, 0.3814], [1.5187, -3.0810, 6.3475], [3.0193, 2.6255, -11.2539], [1.2911, -9.6646, 6.1530], [0.3043, -1.8453, -0.0667], [0.0722, -4.1115, 5.9220], [-5.1515, -0.2721, 2.4766], [-0.6172, 0.7069, 0.2477], [-1.9528, -2.0674, -1.1502], [13.1849, 4.1364, 7.0403], [9.9539, 0.3951, 8.7886], [-0.8278, -5.3790, 3.0852], [-1.7483, -1.9310, -4.8156], [-1.3068, 7.5761, 0.3937], [-2.0624, 1.5301, 7.0900], [3.8212, 0.6200, -13.1750], [-6.8120, 10.0047, -9.1232], [7.0043, -2.2336, 6.0725], [-0.4788, 8.8950, 1.2331], [-1.7890, 1.4456, 1.9038], [1.9927, -1.3443, 3.7679], [10.4504, 3.2608, 6.7146], [-2.5457, 5.6385, -5.7189], [-6.8580, 0.5501, 4.6575], [-3.6798, 1.5934, -1.2194], [7.8655, 0.7554, 10.7598], [-1.4085, 1.4568, 2.9359], [-1.9393, -2.8322, -0.3572], [-0.1971, 6.2027, 0.2180], [1.2760, 1.9661, -13.4544], [-2.6311, -2.4526, 0.4136], [1.6589, -1.6992, -3.8845], [8.3969, -1.8719, 9.6783], [-7.6977, 12.0084, -11.0089], [1.4749, -2.6272, 3.3795], [-9.6190, 10.2445, -9.7633], [1.3504, -0.8130, 4.2521], [-1.0428, -0.5290, -3.2602], [-0.7697, 3.4797, -4.9831], [0.6754, -1.4183, 1.2614], [-1.3214, 2.7796, 1.2396], [3.6021, -3.6359, 4.4157], [1.8310, -7.2348, 7.6255], [-1.4123, 3.6559, 1.8888], [-9.3321, 2.1142, -2.0992], [12.4264, 2.6042, 4.7103], [5.7642, -0.5096, 8.0295], [-1.8204, 8.1223, -1.2083], [-6.3945, -0.8880, -1.0220], [-2.0878, 3.2693, -11.6879], [4.7748, -3.1925, 7.6418], [-5.2926, 2.5115, 3.2210], [1.8579, -0.6656, -4.2035], [1.7277, -0.1587, -1.0968], [-1.5142, -0.2061, -2.3132], [1.8963, -8.0071, 6.0317], [-2.8833, 1.3984, 1.9705], [-1.2111, -6.1945, 2.7333], [2.6867, -2.9959, 1.0363], [-0.3618, 1.1421, 7.3855], [-3.4597, 3.5525, -3.9492], [-1.1436, -1.3872, 2.4381], [2.7946, -4.7130, 5.5759], [-2.4907, -4.1172, -1.0691], [-2.4060, -0.2871, -4.9291], [0.7707, -3.3346, 5.5785], [12.9939, -4.4600, 10.9807], [0.1857, -1.8551, -2.7463], [-7.9750, 10.3683, -10.4066], [1.6720, 1.9339, -6.0631], [13.3442, -4.3289, 8.1131], [12.1477, 2.8345, 6.4429], [-1.3157, 2.7919, -1.4507], [2.5491, -2.1701, -3.4504], [-3.9821, 0.6149, 4.9696], [-0.2671, 2.6902, 0.9495], [0.5609, 2.6322, 7.6011], [-0.5451, -2.9318, 0.0955], [3.1743, -0.4638, -1.0746], [-1.2125, 0.2601, 1.0529], [-8.4405, 3.6437, -2.0541], [2.7656, -4.3359, 4.5442], [-0.2208, 0.1366, 8.8293], [1.4278, -3.7345, 4.3197], [2.6094, -5.7170, 1.1891], [-3.2952, 1.7053, -0.3328], [1.7543, -5.8783, 1.6184], [-5.3243, 0.8519, 3.8344], [-6.9448, 6.6846, -6.4948], [13.6330, -1.9397, 9.7166], [0.8993, -7.0891, 4.8957], [1.0453, -2.7254, 1.8323], [-2.8676, 3.4878, -13.2606], [-7.3680, -1.7631, -2.2040], [-1.6778, -4.7817, -1.3799], [-2.2408, 2.9531, -0.3206], [-0.1444, -3.6554, 1.3141], [1.4175, 0.8751, -7.4588], [-2.9837, 4.2072, -0.3587], [-2.5671, -2.8882, 2.7795], [2.8478, -5.2186, 3.8945], [9.1352, -0.3340, 10.1765], [-1.2354, -4.2845, 2.3239], [-4.3263, -5.3488, -0.9043], [1.3103, -4.9295, -0.8751], [-3.0833, -3.6907, -2.3129], [-4.5222, 7.3735, -7.9122], [-2.0535, -0.3128, 0.6371], [-3.1913, 3.7861, -10.4027], [-3.5913, -4.8418, -0.2720], [2.4491, 1.3168, -12.3020], [10.3034, -0.6059, 11.4767], [0.7225, -1.2826, -1.1367], [-0.6112, 4.2438, -11.6212], [0.2843, 0.2475, 5.9889], [-1.5084, 5.4680, -3.0200], [-6.9195, 6.7179, -9.3841], [0.6295, -5.2359, 0.6025], [-0.4101, -0.7158, 1.9521], [3.5726, -8.0299, 5.4594], [12.5273, 1.3346, 7.3055], [11.0217, -3.1172, 9.3480], [5.4732, -1.7789, 6.8343], [-9.2946, 4.8514, -3.0223], [0.2827, 1.6528, -8.5676], [0.7397, -0.6721, -6.9120], [-2.0679, 4.5428, -4.4168], [-5.4785, 0.3982, -1.8252], [-5.2588, -2.0122, -0.2382], [1.6787, 0.0599, -11.3193], [-2.5267, -3.8193, 2.5467], [-2.7218, 7.0736, 1.3299], [12.7480, -3.4638, 9.5390], [-2.1233, -1.0853, -4.2281], [-3.1569, -5.5920, 0.4079], [0.1593, -2.4285, 5.4440]]}

---

[2]
{"formula": "C35H40ClMoN6OS", "method": "ωB97M-V with the def2-TZVPD basis set", "charge": 3, "orbital_gap_ev": [6.4, 2.5], "lumo_energy_ha": [-0.3068, -0.4407], "spin_multiplicity": 3, "symbols": ["H", "C", "H", "C", "C", "H", "C", "H", "N", "C", "H", "H", "C", "C", "H", "H", "C", "C", "C", "N", "C", "H", "N", "C", "H", "H", "C", "C", "C", "Cl", "H", "C", "H", "H", "H", "H", "H", "H", "H", "C", "H", "C", "H", "C", "H", "H", "C", "H", "H", "C", "H", "H", "H", "C", "H", "H", "C", "H", "C", "H", "C", "N", "C", "N", "Mo", "S", "C", "C", "H", "H", "C", "C", "H", "C", "C", "N", "H", "H", "C", "H", "H", "C", "C", "H", "O"], "coordinates": [[5.3622, -2.3779, -1.4594], [-1.6004, -1.4641, 1.2897], [4.5354, -0.7013, -0.4809], [-3.4650, 4.5090, 1.0405], [3.8028, -3.4498, -2.4669], [-4.5564, -2.1421, 4.6778], [-3.6023, 5.8819, 1.3902], [-0.7737, 6.3244, 3.1898], [1.1017, 0.9886, 1.1247], [-2.5716, -2.3941, 5.6080], [-2.4384, -3.2195, 4.8975], [3.7923, -3.7410, -4.5990], [-4.2892, 2.4744, 0.0369], [1.5680, -0.8268, -3.3011], [2.2137, 2.8710, 1.4852], [-4.5111, 6.3899, 1.1009], [-1.4191, 5.8345, 2.4909], [-3.4351, -1.9244, -0.2407], [1.5768, -0.0674, 0.3919], [3.0699, 1.5356, 0.1815], [-3.1804, 1.8359, 0.5269], [3.8970, 1.4071, -4.8223], [-1.5339, -1.3929, 5.3782], [2.1482, 1.9217, 0.9930], [1.0857, -1.0484, 0.2104], [-5.0030, -0.0388, 3.2945], [-4.4030, 3.8298, 0.2669], [2.5730, 0.3467, -3.2702], [-1.2354, 4.5295, 2.1200], [-0.2090, -5.5822, -2.6726], [-4.9842, 1.9199, -0.5945], [4.6787, -1.1919, -3.1777], [2.0193, -1.8104, -3.5546], [0.9389, -0.9733, -2.3856], [3.0694, -1.4705, -1.0964], [1.3960, -4.7646, -0.4670], [-0.3140, 4.0548, 2.4441], [-5.3455, 4.3392, -0.0092], [1.2429, 1.4791, -1.8280], [2.0559, -4.5169, -3.7474], [5.6541, -0.7777, -3.4917], [4.9881, -2.5519, -2.4745], [3.1573, -0.1121, -5.4296], [-2.6532, 6.5019, 2.1486], [0.8520, -0.5656, -4.0630], [-2.6068, -2.7973, 6.6315], [1.3509, -4.8255, -2.5960], [1.6613, -4.7559, -4.7223], [0.9951, 1.7593, -3.4649], [-3.6937, -0.5066, -0.3106], [-3.6335, 1.0688, 3.1002], [-4.3367, -1.2373, 6.2128], [5.7912, -3.0125, -3.0069], [-4.1920, 0.4492, 3.8039], [-2.1143, -3.4000, 0.5680], [-4.5695, 1.1461, 4.5641], [3.0120, 0.7453, -4.7002], [5.0672, 1.3021, -3.0951], [3.5891, -0.5460, -1.0190], [4.1518, -1.4761, -4.0691], [1.8037, 1.5907, -2.7482], [-2.2072, 2.4664, 1.2482], [-2.0271, -0.4038, 4.6422], [-3.3218, -0.5029, 4.4620], [-0.7100, 1.3673, 1.9851], [-0.9774, 0.9511, 4.2081], [-2.2749, 3.8384, 1.4469], [1.8983, -4.4766, -1.3717], [-2.8947, 7.5079, 2.5137], [-0.7882, -1.8942, 1.8855], [-1.8572, -0.0980, 1.1566], [-2.9181, 0.3803, 0.4194], [-4.0357, -2.6121, -0.7629], [-3.8627, -1.6232, 5.3018], [3.8480, -0.0434, -2.4629], [2.6958, 0.2753, -0.1667], [2.1788, 1.2756, -5.1798], [-0.5431, -1.4915, 5.5266], [3.2810, -3.8471, -3.6521], [3.5856, -3.6296, -0.3295], [-4.4843, -0.1901, -0.9845], [-2.3557, -2.3517, 0.5428], [3.1394, -3.8292, -1.2722], [2.4017, 2.4935, -2.7189], [4.6981, 1.0643, -2.2419]]}

---

Number 1: E -33373.234996 Ha. Number 2: E -2687.075727 Ha.